Record 1
Computed, not measured: a single C9H10O3 molecule, with the ωB97M-V functional and the def2-TZVPD basis.

Properties
Energy relative to the best compared isomer or geometry (same formula, charge and spin) (kJ/mol): 410.4
Structure (SMILES): c1ccc(C[C@H]2OCOO2)cc1
Strongest force on any atom (eV/Å): 2.8
LUMO energy (eV): 0.950

Cartesian coordinates (Å):
1 O -1.723 2.859 -1.459
2 O -1.570 1.528 -1.080
3 O 0.459 2.370 -1.866
4 C 0.169 -2.497 2.416
5 C 1.297 -2.497 1.683
6 C -0.832 -1.593 2.238
7 C 1.367 -1.748 0.523
8 C -0.762 -0.757 1.091
9 C 0.399 -0.793 0.319
10 C -0.655 3.017 -2.419
11 C -0.110 1.470 -0.854
12 C 0.413 0.009 -0.916
13 H 0.183 -3.025 3.346
14 H 2.135 -3.135 1.902
15 H -1.603 -1.477 2.962
16 H 2.206 -1.840 -0.126
17 H -1.447 0.016 0.884
18 H -0.961 2.726 -3.387
19 H -0.371 4.034 -2.499
20 H 0.144 1.851 0.180
21 H 1.433 0.041 -1.343
22 H -0.170 -0.559 -1.593

Forces on atoms 1 to 3 (eV/Å):
O 0.435 1.528 -0.878
O 2.255 -1.115 0.230
O -1.088 -1.867 0.961


Record 2
Computed, not measured: a molecular structure, C24H39CrN2O7Si, with the ωB97M-V functional and the def2-TZVPD basis.

Properties
Energy relative to the best compared isomer or geometry (same formula, charge and spin) (kJ/mol): 0.0
2S+1: 4
Strongest force on any atom (eV/Å): 0.6
LUMO energy (spin up / spin down) (eV): -0.114 / 0.003

Cartesian coordinates (Å):
1 Cr 0.411 -1.112 -0.163
2 O -3.047 -5.984 -0.275
3 C -2.273 -4.888 -0.295
4 C -1.833 -4.307 -1.486
5 C -1.070 -3.177 -1.396
6 N -0.768 -2.650 -0.218
7 C -1.102 -3.241 0.927
8 C -1.880 -4.365 0.938
9 C -0.410 -2.574 2.120
10 O -0.589 -2.986 3.239
11 O 0.379 -1.600 1.736
12 C -0.415 -2.413 -2.546
13 O -0.581 -2.773 -3.686
14 O 0.309 -1.411 -2.114
15 H -3.257 -6.256 -1.174
16 H -2.060 -4.720 -2.464
17 H -2.152 -4.839 1.875
18 C -1.637 3.117 1.725
19 C -0.613 2.011 1.403
20 C -0.410 1.205 2.700
21 C 0.741 2.689 1.116
22 Si -1.135 0.876 -0.113
23 C -0.854 1.834 -1.800
24 C -1.375 3.281 -1.783
25 C -1.542 1.109 -2.972
26 C 0.644 1.884 -2.162
27 C -3.011 0.377 0.062
28 C -3.966 1.534 -0.300
29 C -3.397 -0.818 -0.827
30 C -3.310 -0.049 1.511
31 H -1.221 3.759 2.517
32 H -2.573 2.705 2.111
33 H -1.872 3.757 0.873
34 H -0.191 1.912 3.515
35 H 0.425 0.509 2.627
36 H -1.288 0.628 2.996
37 H 1.071 3.215 2.025
38 H 0.686 3.429 0.316
39 H 1.515 1.962 0.854
40 H -2.434 3.347 -1.521
41 H -1.259 3.708 -2.791
42 H -0.816 3.922 -1.098
43 H -2.631 1.132 -2.900
44 H -1.215 0.070 -3.065
45 H -1.271 1.620 -3.908
46 H 1.255 2.367 -1.393
47 H 0.764 2.458 -3.093
48 H 1.041 0.884 -2.342
49 H -3.931 1.779 -1.363
50 H -3.768 2.447 0.262
51 H -4.998 1.225 -0.074
52 H -3.107 -0.703 -1.874
53 H -4.489 -0.943 -0.794
54 H -2.965 -1.748 -0.452
55 H -3.291 0.795 2.203
56 H -2.603 -0.800 1.881
57 H -4.316 -0.490 1.560
58 O 2.154 -0.051 -0.188
59 C 3.186 -0.701 -0.242
60 O 3.173 -1.997 -0.246
61 C 4.546 -0.054 -0.315
62 N 5.564 -1.066 0.012
63 C 5.948 -0.784 1.415
64 C 5.918 0.737 1.525
65 C 4.681 1.118 0.694
66 H 4.654 0.275 -1.347
67 H 6.362 -0.963 -0.596
68 H 4.134 -2.248 -0.215
69 H 6.906 -1.240 1.650
70 H 5.193 -1.222 2.074
71 H 6.822 1.149 1.072
72 H 5.860 1.093 2.554
73 H 4.790 2.070 0.185
74 H 3.789 1.181 1.318

Forces on atoms 1 to 3 (eV/Å):
Cr 0.095 0.320 -0.105
O -0.093 -0.125 0.071
C 0.042 0.029 0.004


Record 3
Computed, not measured: a molecular structure, C18H23AuN4OS4Se, with the ωB97M-V functional and the def2-TZVPD basis.

Properties
Energy relative to the best compared isomer or geometry (same formula, charge and spin) (kJ/mol): 75.7
Strongest force on any atom (eV/Å): 0.5
LUMO energy (eV): -1.318

Cartesian coordinates (Å):
1 Au 0.716 -0.504 0.450
2 C 4.852 3.898 1.626
3 C 5.162 3.019 0.423
4 N 4.733 1.626 0.591
5 C 5.743 0.661 1.027
6 C 5.823 0.506 2.540
7 C 3.442 1.295 0.411
8 S 3.064 -0.395 0.646
9 N 2.647 2.311 0.095
10 C 1.467 2.286 -0.521
11 O 0.834 1.306 -0.984
12 C 0.823 3.631 -0.682
13 C -0.520 3.697 -1.037
14 C -1.144 4.926 -1.179
15 C -0.426 6.097 -0.975
16 C 0.915 6.036 -0.621
17 C 1.536 4.806 -0.470
18 H 5.195 4.916 1.436
19 H 5.353 3.535 2.522
20 H 3.779 3.919 1.810
21 H 6.236 2.992 0.240
22 H 4.681 3.419 -0.468
23 H 6.699 1.005 0.630
24 H 5.534 -0.300 0.560
25 H 6.135 1.434 3.018
26 H 6.549 -0.267 2.793
27 H 4.856 0.212 2.944
28 H -1.067 2.776 -1.185
29 H -2.192 4.972 -1.445
30 H -0.913 7.058 -1.087
31 H 1.475 6.948 -0.460
32 H 2.578 4.743 -0.188
33 S -2.794 -0.668 3.346
34 C -1.533 -0.552 2.343
35 S -1.614 -0.470 0.606
36 S 0.141 -0.505 2.743
37 C 1.033 -0.738 -3.454
38 N -0.251 -1.383 -3.219
39 C -1.408 -1.148 -3.930
40 C -2.380 -1.897 -3.368
41 N -1.803 -2.575 -2.314
42 C -2.491 -3.471 -1.393
43 C -0.499 -2.252 -2.223
44 Se 0.684 -2.869 -0.930
45 H 0.978 -0.212 -4.404
46 H 1.816 -1.493 -3.487
47 H 1.253 -0.029 -2.659
48 H -1.436 -0.474 -4.766
49 H -3.419 -2.005 -3.618
50 H -3.522 -3.570 -1.722
51 H -2.458 -3.057 -0.388
52 H -2.008 -4.445 -1.395

Forces on atoms 1 to 3 (eV/Å):
Au -0.150 -0.183 0.416
C 0.006 -0.005 -0.001
C -0.009 0.002 -0.022


Record 4
Computed, not measured: 2 unconnected molecules or ions with the total composition C8H17ClSi, with the ωB97M-V functional and the def2-TZVPD basis.

Properties
Energy relative to the best compared isomer or geometry (same formula, charge and spin) (kJ/mol): 588.0
Strongest force on any atom (eV/Å): 5.0
LUMO energy (spin up / spin down) (eV): -0.615 / -0.588

Cartesian coordinates (Å):
1 C -1.870 -1.346 0.616
2 C 0.408 -0.613 -0.912
3 C -1.936 -2.646 1.343
4 C -3.269 0.486 -0.136
5 C 1.495 1.999 1.150
6 C 3.525 -0.161 0.095
7 C 1.899 1.895 -1.742
8 C -2.876 -0.954 -0.379
9 Si 1.804 0.618 -0.271
10 Cl 0.688 -2.227 -0.667
11 H -1.080 -3.211 0.925
12 H -2.725 -3.390 1.231
13 H -1.626 -2.427 2.480
14 H -3.462 0.876 -1.108
15 H -4.138 0.524 0.483
16 H -2.485 1.260 0.281
17 H 2.395 2.395 1.410
18 H 0.818 2.744 0.705
19 H 0.989 1.541 2.033
20 H 3.575 -1.193 0.403
21 H 4.115 -0.121 -0.826
22 H 4.110 0.210 0.996
23 H 2.621 2.624 -1.625
24 H 2.096 1.308 -2.631
25 H 0.972 2.367 -2.048
26 H -3.782 -1.612 -0.467
27 H -2.260 -0.947 -1.338

Forces on atoms 1 to 3 (eV/Å):
C 0.164 -0.496 0.354
C -0.094 1.437 0.448
C 1.329 0.679 1.484